Record 1
This record from the OMol25 dataset describes C22H28I2NOS9Sb2Sc as an isolated structure. The level of theory is ωB97M-V with the def2-TZVPD basis set.

Geometry as XYZ:
```
66
C22H28I2NOS9Sb2Sc (ωB97M-V with the def2-TZVPD basis set)
Sc -0.84 0.47 0.05
S 1.43 3.46 3.70
Sb -0.29 2.51 2.57
S -0.08 0.12 2.42
S -0.13 2.87 0.21
S -2.47 2.88 3.16
I -0.02 -3.93 -2.76
C -1.61 -3.48 -1.50
C -2.65 -4.41 -1.32
C -3.69 -4.15 -0.47
I -5.19 -5.59 -0.25
C -3.74 -2.93 0.26
C -4.73 -2.56 1.20
C -4.62 -1.38 1.88
C -3.53 -0.53 1.62
N -2.63 -0.83 0.72
C -2.70 -2.00 0.04
C -1.60 -2.25 -0.86
O -0.66 -1.38 -0.97
H -2.62 -5.35 -1.86
H -5.56 -3.23 1.38
H -5.36 -1.08 2.60
H -3.40 0.41 2.15
C 3.60 2.60 0.17
C 3.34 1.33 0.98
C 4.62 0.84 1.64
Sb 2.17 -0.05 -0.21
C 2.71 -2.11 0.30
C 1.60 -2.80 1.09
C 4.05 -2.36 0.97
C 3.21 -0.08 -2.13
C 4.72 -0.24 -2.07
C 2.80 1.11 -2.99
H 3.96 3.39 0.85
H 2.69 2.98 -0.30
H 4.37 2.45 -0.60
H 2.63 1.59 1.76
H 5.36 0.49 0.92
H 4.43 0.04 2.35
H 5.07 1.67 2.20
H 2.74 -2.55 -0.71
H 1.51 -2.36 2.09
H 1.83 -3.86 1.21
H 0.64 -2.71 0.60
H 4.03 -2.04 2.02
H 4.89 -1.84 0.49
H 4.27 -3.43 0.97
H 2.78 -0.99 -2.58
H 5.19 0.60 -1.56
H 5.15 -0.29 -3.08
H 5.02 -1.15 -1.54
H 3.18 2.05 -2.58
H 1.72 1.20 -3.06
H 3.20 1.00 -4.01
C -3.00 5.11 0.13
S -3.12 4.35 -1.51
C -4.16 2.99 -1.17
C -3.87 1.70 -1.41
S -2.43 0.94 -2.03
S -5.22 0.60 -1.15
C -6.40 1.73 -0.60
S -7.93 1.31 -0.11
S -5.79 3.33 -0.62
H -2.16 5.81 0.08
H -2.78 4.35 0.88
H -3.92 5.65 0.38
```

Computed properties:
**E_HOMO**: -2.576 eV
**Calculated total energy**: -174309.4013 eV
**Energy relative to the best compared isomer or geometry (same formula, charge and spin)**: 15.89 kcal per mole
**Kohn-Sham gap**: 5.77 eV
**Net charge**: -2
**Molar mass**: 1153.36 g mol⁻¹

Record 2
This record from the OMol25 dataset describes C22H28IN2O2S4Ti as an isolated structure at a distorted geometry. The level of theory is ωB97M-V with the def2-TZVPD basis set.

Geometry as XYZ:
```
60
C22H28IN2O2S4Ti (ωB97M-V with the def2-TZVPD basis set)
Ti -0.32 0.83 0.05
C 3.33 1.36 1.10
C 3.56 0.70 -0.24
S 2.15 -0.32 -0.72
C 2.28 -0.19 -2.52
C 1.05 -0.80 -3.17
S -0.51 -0.26 -2.46
C -0.95 1.23 -3.38
C -0.08 2.45 -3.18
S -0.08 2.98 -1.44
C 1.62 3.57 -1.22
C 1.94 3.73 0.26
S 1.78 2.25 1.29
H 4.15 2.04 1.34
H 3.31 0.62 1.91
H 4.45 0.07 -0.19
H 3.73 1.44 -1.02
H 3.18 -0.73 -2.84
H 2.40 0.86 -2.79
H 1.06 -1.88 -3.07
H 1.04 -0.59 -4.24
H -1.98 1.43 -3.09
H -0.97 0.97 -4.44
H -0.45 3.28 -3.79
H 0.96 2.26 -3.47
H 1.72 4.54 -1.71
H 2.29 2.87 -1.70
H 1.29 4.46 0.73
H 2.96 4.11 0.38
C -4.49 0.31 -1.73
C -3.85 -0.86 -1.07
N -4.39 -2.06 -1.25
C -3.84 -3.13 -0.69
C -2.74 -3.09 0.14
C -2.24 -4.35 0.80
O -0.81 -4.31 0.78
C -2.13 -1.84 0.35
C -1.11 -1.69 1.38
N -0.32 -0.68 1.47
C 0.35 -0.48 2.73
C 1.25 -1.41 3.21
C 1.85 -1.19 4.45
C 1.55 -0.06 5.18
C 0.65 0.88 4.69
C 0.05 0.67 3.46
I -1.26 2.06 2.67
C -2.68 -0.73 -0.30
O -2.11 0.49 -0.20
H -5.54 0.08 -1.92
H -4.02 0.52 -2.69
H -4.43 1.22 -1.12
H -4.32 -4.08 -0.90
H -2.62 -5.21 0.25
H -2.60 -4.42 1.83
H -0.47 -5.16 1.06
H -1.12 -2.41 2.19
H 1.48 -2.30 2.63
H 2.56 -1.92 4.84
H 2.01 0.11 6.15
H 0.42 1.76 5.27
```

Computed properties:
**E_HOMO (alpha / beta)**: -13.956 / -13.968 eV
**Calculated total energy**: -104889.5508 eV
**Energy relative to the best compared isomer or geometry (same formula, charge and spin)**: 0.44 kcal per mole
**Kohn-Sham gap (alpha / beta)**: 7.74 / 7.81 eV
**Net charge**: +2
**Molar mass**: 655.52 g mol⁻¹
**Multiplicity**: 2

Record 3
This record from the OMol25 dataset describes C22H28N10PSY as an isolated structure. The level of theory is ωB97M-V with the def2-TZVPD basis set.

Geometry as XYZ:
```
63
C22H28N10PSY (ωB97M-V with the def2-TZVPD basis set)
Y -0.13 0.58 -0.64
C -2.16 -2.95 3.55
N -1.69 -1.70 2.94
C -1.69 -0.49 3.57
C -1.12 0.39 2.71
N -0.77 -0.26 1.56
C -1.13 -1.53 1.72
P -0.79 -2.91 0.57
C -1.61 -2.31 -0.96
N -1.59 -1.09 -1.50
C -2.36 -1.15 -2.64
C -2.85 -2.41 -2.77
N -2.38 -3.13 -1.71
C -2.66 -4.54 -1.47
C 0.94 -2.47 0.21
N 1.36 -1.29 -0.24
C 2.72 -1.35 -0.29
C 3.12 -2.59 0.12
N 1.99 -3.29 0.44
C 1.98 -4.65 0.95
H -3.05 -2.74 4.13
H -1.39 -3.36 4.19
H -2.41 -3.66 2.77
H -2.09 -0.37 4.56
H -0.94 1.45 2.85
H -2.50 -0.30 -3.28
H -3.48 -2.86 -3.52
H -3.27 -4.91 -2.29
H -3.20 -4.66 -0.54
H -1.73 -5.11 -1.44
H 3.32 -0.53 -0.63
H 4.10 -3.03 0.20
H 2.66 -5.26 0.36
H 0.97 -5.06 0.85
H 2.28 -4.66 1.99
C 4.71 2.82 -3.60
C 4.66 1.68 -2.60
N 3.91 2.02 -1.40
C 2.58 2.02 -1.26
S 1.62 1.21 -2.50
N 2.12 2.66 -0.19
N 0.77 2.57 -0.04
C 0.11 3.51 0.54
C 0.73 4.78 1.01
C -1.36 3.28 0.63
C -2.19 4.15 1.31
C -3.56 3.91 1.34
C -4.06 2.79 0.69
C -3.16 1.96 0.05
N -1.85 2.18 0.01
H 5.31 2.54 -4.46
H 5.16 3.71 -3.16
H 3.71 3.08 -3.95
H 5.66 1.40 -2.28
H 4.20 0.80 -3.05
H 4.39 2.59 -0.70
H 1.69 4.91 0.53
H 0.90 4.75 2.09
H 0.09 5.64 0.79
H -1.78 5.02 1.81
H -4.22 4.58 1.87
H -5.11 2.57 0.68
H -3.51 1.07 -0.46
```

Computed properties:
**E_HOMO**: -13.086 eV
**Calculated total energy**: -59328.6863 eV
**Energy relative to the best compared isomer or geometry (same formula, charge and spin)**: 1.23 kcal per mole
**Kohn-Sham gap**: 7.35 eV
**Net charge**: +2
**Molar mass**: 584.48 g mol⁻¹